DFT (the ωB97M-V functional and the def2-TZVPD basis) results for C4H4O5Y as an isolated structure in a non-equilibrium geometry.

Atoms and positions in Å:
Y  1.38  -2.35  -2.10
O  -0.13  -2.74  -0.46
O  0.53  -4.57  0.69
O  0.06  1.49  -1.08
O  1.64  -0.09  -1.09
O  0.46  0.36  0.76
C  0.74  -3.73  -0.21
C  0.74  0.51  -0.52
C  -0.85  2.07  -0.13
C  -0.54  1.31  1.17
H  -1.40  0.75  1.56
H  -0.11  1.94  1.95
H  -0.64  3.14  -0.06
H  -1.87  1.91  -0.49

LUMO level (spin up / spin down) = 0.000 / -0.029 hartree
energy relative to the best compared isomer or geometry (same formula, charge and spin) = 18.3 kcal/mol
total charge = 0
⟨S²⟩ = 0.75
2S+1 = 2

DFT (the ωB97M-V functional and the def2-TZVPD basis) results for C4H4O6Tl as an isolated structure in a non-equilibrium geometry.

Atoms and positions in Å:
Tl  3.47  0.61  0.08
O  -1.58  -1.42  1.14
O  0.24  -0.92  -0.06
O  -1.73  0.33  -1.60
O  -2.80  1.16  0.18
O  1.58  0.81  0.52
O  2.40  -0.92  -0.55
C  -0.81  -0.37  0.71
C  -2.52  -1.80  0.20
C  1.42  -0.32  -0.02
C  -2.07  0.35  -0.32
H  -3.49  -1.98  0.65
H  -2.03  1.13  -2.05
H  -0.48  0.29  1.51
H  -2.10  -2.22  -0.72

LUMO level (spin up / spin down) = -0.438 / -0.439 hartree
energy relative to the best compared isomer or geometry (same formula, charge and spin) = 40.4 kcal/mol
total charge = +2
⟨S²⟩ = 0.75
2S+1 = 2

DFT (the ωB97M-V functional and the def2-TZVPD basis) results for C4H4O6V as an isolated structure in a non-equilibrium geometry.

Atoms and positions in Å:
V  2.12  1.18  -0.18
O  4.66  -1.19  -0.77
O  3.87  0.61  0.32
O  -1.78  1.28  -0.21
O  2.62  -0.36  -1.21
O  0.38  1.66  0.15
O  -0.61  -0.11  1.00
C  3.79  -0.33  -0.60
C  -0.66  1.06  0.41
C  -2.53  -0.01  -0.32
C  -1.82  -0.86  0.75
H  -2.38  -0.93  1.69
H  -3.58  0.17  -0.06
H  -2.52  -0.30  -1.37
H  -1.56  -1.87  0.41

LUMO level (spin up / spin down) = -0.026 / -0.026 hartree
energy relative to the best compared isomer or geometry (same formula, charge and spin) = 2.4 kcal/mol
total charge = 0
⟨S²⟩ = 3.76
2S+1 = 4

DFT (the ωB97M-V functional and the def2-TZVPD basis) results for an isolated ion of composition C4H4OP and charge +1 in a non-equilibrium geometry.

Atoms and positions in Å:
P  -2.13  0.54  -0.16
O  -1.49  -0.96  0.06
C  -0.43  1.38  0.08
C  -0.26  -1.40  -0.05
C  0.82  -0.62  -0.20
C  0.78  0.73  -0.06
H  1.84  -0.90  -0.01
H  -0.42  2.48  0.36
H  1.67  1.29  0.03
H  -0.37  -2.54  -0.05

LUMO level = -0.249 hartree
energy relative to the best compared isomer or geometry (same formula, charge and spin) = 30.5 kcal/mol
total charge = +1

DFT (the ωB97M-V functional and the def2-TZVPD basis) results for C4H4OS in the gas phase.

Atoms and positions in Å:
S  -1.75  0.87  -0.28
O  0.83  0.55  -0.60
C  -0.25  0.05  0.04
C  1.50  -1.24  0.58
C  1.89  -0.24  -0.25
C  0.09  -1.04  0.79
H  2.09  -2.03  1.04
H  -2.47  0.11  0.57
H  -0.58  -1.64  1.40
H  2.86  0.05  -0.66

LUMO level = 0.028 hartree
energy relative to the best compared isomer or geometry (same formula, charge and spin) = 13.8 kcal/mol
SMILES = Sc1ccco1
total charge = 0

DFT (the ωB97M-V functional and the def2-TZVPD basis) results for C4H4OS3 in the gas phase in a non-equilibrium geometry.

Atoms and positions in Å:
S  0.73  -1.30  0.99
S  1.76  2.57  -0.78
S  2.46  0.85  2.13
O  -0.45  1.16  -0.47
C  -1.30  -0.05  -0.34
C  -0.52  -1.30  -0.37
C  0.89  1.34  -0.10
C  1.50  0.38  0.92
H  -0.04  -1.54  -1.40
H  -2.07  0.13  -1.32
H  -1.76  -0.08  0.71
H  -1.18  -2.15  0.03

LUMO level = -0.055 hartree
energy relative to the best compared isomer or geometry (same formula, charge and spin) = 42.5 kcal/mol
SMILES = S=C1OCCSC1=S
total charge = 0

DFT (the ωB97M-V functional and the def2-TZVPD basis) results for C4H4OV as an isolated structure in a non-equilibrium geometry.

Atoms and positions in Å:
V  -8.67  -2.24  2.72
O  -6.96  -2.27  2.97
C  -3.47  0.63  -0.53
C  -5.77  -0.98  1.36
C  -3.35  -0.12  0.42
C  -5.85  -1.82  2.40
H  -3.87  1.24  -1.33
H  -2.78  -0.68  1.16
H  -6.50  -0.49  0.72
H  -4.92  -2.15  2.88

LUMO level (spin up / spin down) = -0.234 / -0.236 hartree
energy relative to the best compared isomer or geometry (same formula, charge and spin) = 83.1 kcal/mol
total charge = +1
⟨S²⟩ = 6.04
2S+1 = 5

DFT (the ωB97M-V functional and the def2-TZVPD basis) results for a 2-piece molecular cluster, C4H4S overall in a non-equilibrium geometry.

Atoms and positions in Å:
S  -2.01  0.65  0.02
C  1.45  0.64  0.19
C  -0.80  -0.51  -0.10
C  1.13  1.72  -0.25
C  -0.30  -1.60  -0.13
H  0.67  2.57  -0.69
H  2.04  -0.28  0.45
H  -1.07  1.49  -0.44
H  0.33  -2.35  -0.24

LUMO level = 0.029 hartree
energy relative to the best compared isomer or geometry (same formula, charge and spin) = 117.3 kcal/mol
SMILES = C#CS.C#C
total charge = 0

DFT (the ωB97M-V functional and the def2-TZVPD basis) results for C4H4S as an isolated structure in a non-equilibrium geometry.

Atoms and positions in Å:
S  1.89  0.56  0.04
C  0.11  0.48  0.02
C  1.76  -1.13  -0.02
C  -0.98  1.18  0.04
C  0.22  -1.08  0.02
H  -0.92  2.20  -0.21
H  -1.97  0.78  -0.07
H  -0.33  -1.55  -0.84
H  0.23  -1.45  1.01

LUMO level = 0.005 hartree
energy relative to the best compared isomer or geometry (same formula, charge and spin) = 97.7 kcal/mol
total charge = 0

DFT (the ωB97M-V functional and the def2-TZVPD basis) results for a 2-piece molecular cluster, C4H4Si overall in a non-equilibrium geometry.

Atoms and positions in Å:
Si  -0.52  -1.16  0.62
C  0.82  -0.05  1.34
C  -0.82  0.87  -2.61
C  1.67  0.67  1.77
C  -0.60  0.12  -1.69
H  -1.95  -0.94  0.67
H  2.33  1.31  2.24
H  -0.03  -2.50  0.93
H  -0.90  1.68  -3.28

LUMO level = -0.032 hartree
energy relative to the best compared isomer or geometry (same formula, charge and spin) = 39.7 kcal/mol
total charge = 0

DFT (the ωB97M-V functional and the def2-TZVPD basis) results for C4H5AgLiO as an isolated structure in a non-equilibrium geometry.

Atoms and positions in Å:
Ag  3.82  0.57  -1.12
O  1.59  0.41  -0.01
C  0.40  0.68  0.56
C  -1.33  -1.42  0.08
C  -0.82  -0.20  0.14
C  -0.83  1.17  -0.36
Li  1.95  -1.46  0.32
H  -0.62  1.33  -1.42
H  -1.52  1.90  0.10
H  0.42  0.96  1.62
H  -2.13  -1.69  -0.61
H  -0.93  -2.23  0.71

LUMO level (spin up / spin down) = -0.024 / -0.035 hartree
energy relative to the best compared isomer or geometry (same formula, charge and spin) = 0.0 kcal/mol
total charge = 0
⟨S²⟩ = 0.75
2S+1 = 2

DFT (the ωB97M-V functional and the def2-TZVPD basis) results for C4H5AgO5 as an isolated structure in a non-equilibrium geometry.

Atoms and positions in Å:
Ag  2.29  1.20  0.02
O  -1.14  1.46  1.12
O  0.28  0.31  -0.33
O  2.04  -0.82  0.24
O  0.11  -1.92  0.03
O  -1.63  1.42  -1.02
C  -1.22  0.73  0.04
C  0.84  -0.87  -0.05
C  -1.30  -1.81  -0.30
C  -1.93  -0.64  0.42
H  -2.98  -0.53  0.14
H  -1.82  0.86  -1.79
H  -1.74  -2.75  0.05
H  -1.87  -0.78  1.51
H  -1.38  -1.75  -1.39

LUMO level (spin up / spin down) = -0.376 / -0.529 hartree
energy relative to the best compared isomer or geometry (same formula, charge and spin) = 11.5 kcal/mol
total charge = +2
⟨S²⟩ = 2.01
2S+1 = 3